Here is a structure of composition C4H11NO2 from the OMol25 dataset. Energies are from ωB97M-V with the def2-TZVPD basis set.

Structure (XYZ):
```
18
C4H11NO2, DFT ωB97M-V with the def2-TZVPD basis set
N 0.805 -2.197 1.187
C 0.050 -1.928 0.177
C 0.511 -0.737 -0.756
C -0.627 -0.369 0.102
C -0.443 0.286 1.455
H 0.694 -3.163 1.509
H 1.603 2.672 -0.520
H -0.638 -2.653 -0.248
H 1.320 -0.047 -0.461
H -1.469 0.009 -0.503
H -0.762 1.320 1.345
H 0.641 0.310 1.570
H 0.436 -1.009 -1.796
H 0.117 1.842 -1.072
O 1.009 1.943 -0.354
H -1.248 2.367 -2.161
H -1.041 -0.221 2.217
O -0.958 1.576 -1.691
```

HOMO-LUMO gap   5.5 eV
Lowest unoccupied orbital energy   -2.79 eV
HOMO level   -8.2777 eV
Spin multiplicity   1
Calculated total energy   -9905.3355 eV
Relative energy (zero: lowest compared OMol25 entry of this formula, charge and spin)   6.9064 eV